1.
Density functional theory data (ωB97M-V/def2-TZVPD) for a gas-phase ion, C5H4IO2 (charge -1).

The geometry in XYZ format:
```
12
Properties=species:S:1:pos:R:3:nbo_charge:R:1
I 2.966 0.608 0.055 -0.087
O -2.014 0.924 1.202 -0.687
O 0.691 -2.615 -0.421 -0.608
C 0.951 0.308 -0.836 -0.440
C -1.115 0.325 0.611 0.525
C -0.824 -1.036 0.638 -0.639
C -0.112 1.178 -0.177 -0.578
C 0.200 -1.582 -0.156 0.669
H -1.323 -1.823 1.280 0.218
H 1.127 0.315 -1.885 0.176
H -0.738 1.571 -0.945 0.217
H 0.193 1.828 0.636 0.235
```

Output
Total charge: -1
DFT total energy, eV: -17445.4616
Orbital gap, eV: 6.94
LUMO level, eV: 3.01
HOMO energy, eV: -3.93
Relative energy (zero: lowest compared OMol25 entry of this formula, charge and spin), kcal/mol: 26.7
Maximum force, eV/A: 4.1
2S+1: 1

2.
Density functional theory data (ωB97M-V/def2-TZVPD) for 2 unconnected molecules or ions with the total composition C10H11NO.

The geometry in XYZ format:
```
23
Properties=species:S:1:pos:R:3:nbo_charge:R:1
O 0.998 2.538 1.074 -0.427
N 1.530 1.485 1.391 0.167
C -1.141 -1.148 0.016 -0.187
C 1.625 0.271 -1.968 -0.368
C -0.492 -0.226 -0.718 -0.087
C -2.557 1.081 -0.773 -0.208
C 0.914 -0.471 -1.147 -0.193
C 2.451 -0.870 1.777 -0.694
C 1.657 0.303 1.455 0.228
C -3.161 0.179 0.051 -0.206
C -1.185 1.009 -0.969 -0.163
C -2.493 -0.924 0.435 -0.215
H 3.479 -0.626 1.606 0.245
H 2.557 0.030 -2.293 0.194
H -4.220 0.453 0.356 0.215
H -3.219 1.890 -1.017 0.213
H -0.628 1.785 -1.303 0.208
H 2.260 -1.752 1.023 0.243
H 1.278 1.253 -2.278 0.194
H 2.450 -1.115 2.792 0.244
H 1.293 -1.478 -0.831 0.189
H -0.525 -2.006 0.289 0.200
H -2.872 -1.660 1.032 0.206
```

Output
DFT total energy, eV: -14081.1604
Orbital gap, eV: 9.32
LUMO level, eV: 0.63
HOMO energy, eV: -8.69
Relative energy (zero: lowest compared OMol25 entry of this formula, charge and spin), kcal/mol: 125.2
Maximum force, eV/A: 3.3
2S+1: 1

3.
Density functional theory data (ωB97M-V/def2-TZVPD) for 9 unconnected molecules or ions with the total composition C23H40Cl8F2O15.

The geometry in XYZ format:
```
88
Properties=species:S:1:pos:R:3:mulliken_charge:R:1
Cl 4.148 -0.855 -1.274 -0.195
Cl -0.189 5.019 0.278 -0.151
Cl 4.418 -4.336 -3.913 -0.219
Cl -3.110 3.304 3.012 -0.184
Cl 4.404 -3.693 0.957 -0.237
Cl 3.841 -3.385 4.324 -0.196
Cl -2.967 -2.945 -1.212 -0.216
Cl -2.249 -3.295 2.088 -0.168
F 1.021 2.156 3.015 -0.262
F 0.876 -0.616 -3.566 -0.320
O 2.338 5.793 -2.183 -0.551
O -0.053 1.792 4.961 -0.308
O -0.537 1.759 -2.074 -0.336
O -5.449 -0.131 -2.533 -0.382
O -1.228 -6.672 2.427 -0.579
O -0.652 -0.469 -1.930 -0.234
O 0.490 -5.256 2.800 -0.061
O -3.511 0.978 -2.034 -0.483
O -1.061 -0.096 4.325 -0.314
O -5.263 0.858 -0.684 -0.361
O 0.086 -5.901 0.795 -0.257
O -0.684 0.745 -0.054 -0.351
O 2.914 7.361 -3.695 -0.351
O -2.003 1.276 5.814 -0.508
O 4.460 6.637 -2.419 -0.306
C 0.826 1.269 4.084 0.354
C -4.595 1.797 0.156 -0.388
C 4.221 -1.818 -2.810 -0.280
C -1.930 4.443 2.330 -0.508
C -2.663 -1.836 1.215 -0.010
C 5.127 5.581 -1.720 -0.676
C 3.634 -2.178 3.063 0.008
C -0.289 -6.044 2.054 0.669
C 1.546 7.187 -4.257 -0.640
C 3.107 -2.704 1.767 0.296
C -0.399 -0.184 -3.255 0.275
C 0.149 0.004 3.578 0.443
C -0.691 -6.612 -0.184 -0.666
C -4.626 0.606 -1.785 0.598
C 4.251 -3.273 -2.469 -0.305
C 3.183 6.457 -2.693 0.846
C -3.682 -2.104 0.176 0.739
C -1.150 0.991 5.072 0.529
C -1.254 3.837 1.069 0.190
C -0.650 0.721 -1.229 0.550
C -4.879 -0.734 -3.722 -0.487
C -0.492 1.308 -3.458 -0.355
C 0.410 -5.435 4.231 -0.730
H 0.912 6.485 -3.721 0.269
H -4.039 -1.220 -0.247 -0.859
H 1.490 -5.469 4.518 0.211
H 3.401 -1.509 -3.467 0.224
H -4.704 0.065 -4.472 0.290
H -1.116 4.611 2.972 0.363
H 4.598 -1.675 2.968 0.448
H -3.080 -1.140 1.949 0.271
H 1.814 1.077 4.505 0.197
H -4.448 -2.733 0.546 0.587
H 3.332 -3.475 -1.926 0.228
H 6.052 5.393 -2.275 0.269
H -0.005 -4.514 4.646 0.226
H -0.095 -6.338 4.600 0.366
H -1.391 1.701 -3.882 0.252
H -0.404 -7.665 -0.210 0.317
H 2.729 -1.936 1.144 0.186
H 0.400 1.737 -3.909 0.308
H 4.569 4.636 -1.745 0.305
H 5.072 -3.520 -1.790 0.227
H -2.548 5.347 2.137 0.369
H -1.768 -1.425 0.777 -0.236
H -0.339 -6.230 -1.174 0.199
H 5.360 5.759 -0.695 0.284
H -0.058 0.219 2.542 -0.082
H -1.050 -0.748 -3.867 0.247
H 0.753 -0.879 3.741 -0.040
H 5.124 -1.407 -3.239 0.341
H 1.533 6.911 -5.289 0.280
H 1.015 8.136 -4.189 0.257
H -0.773 2.888 1.412 -0.107
H 2.387 -3.445 2.027 -0.162
H 2.896 -1.459 3.417 -0.307
H -5.131 1.709 1.124 0.272
H -4.776 2.782 -0.281 0.374
H -3.570 1.639 0.246 0.003
H -3.896 -1.338 -3.581 0.124
H -1.779 -6.499 -0.022 0.279
H -2.049 3.636 0.336 0.034
H -5.616 -1.418 -4.064 0.261
```

Output
DFT total energy, eV: -160826.9238
Orbital gap, eV: 10.83
LUMO level, eV: 0.27
HOMO energy, eV: -10.56
Maximum force, eV/A: 2.9
2S+1: 1

4.
Density functional theory data (ωB97M-V/def2-TZVPD) for a molecular structure, C24H16AuClN5O6.

The geometry in XYZ format:
```
53
Properties=species:S:1:pos:R:3:nbo_charge:R:1
Au 0.086 -0.135 -0.053 1.550
Cl -7.384 -1.102 0.148 0.038
O 2.680 0.046 5.799 -0.538
O -1.709 1.589 -0.047 -0.650
O 3.799 0.356 1.322 -0.549
O -1.512 -1.322 0.025 -0.754
O 2.045 0.226 -0.051 -0.687
O 4.090 0.271 4.096 -0.646
N 0.175 -1.188 -7.072 -0.535
N 0.040 -0.146 -2.036 -0.470
N 0.391 -0.126 1.899 -0.313
N -0.046 1.030 -6.900 -0.402
N -0.356 -0.268 2.995 -0.282
C -0.044 1.018 -2.709 0.063
C -2.916 1.377 -0.017 0.443
C -3.541 0.077 0.036 -0.288
C 0.428 -0.206 4.084 0.071
C 1.735 -0.014 3.667 -0.221
C 0.012 0.873 -10.596 -0.217
C 0.154 -0.528 -10.708 -0.177
C 1.652 0.034 2.277 0.079
C 0.135 -1.346 -4.069 -0.230
C 0.003 0.678 -8.234 0.052
C -4.954 0.076 0.067 -0.144
C -0.064 1.490 -9.372 -0.171
C 0.052 -0.157 -4.792 0.041
C 2.885 0.106 4.622 0.779
C 0.144 -0.708 -8.363 0.184
C -0.044 1.041 -4.079 -0.200
C 0.060 -0.097 -6.250 0.305
C -4.958 -2.309 0.123 -0.163
C -3.584 -2.332 0.091 -0.228
C -2.838 -1.145 0.045 0.361
C -5.654 -1.097 0.110 -0.086
C 0.223 -1.344 -9.603 -0.263
C 2.615 0.224 1.147 0.759
C 0.126 -1.311 -2.695 0.074
H -3.597 2.243 -0.029 0.146
H -0.114 1.976 -4.616 0.277
H -0.036 1.466 -11.499 0.227
H -3.047 -3.271 0.101 0.230
H 0.173 -2.208 -2.095 0.238
H -5.479 1.023 0.055 0.236
H 0.205 -2.310 -4.553 0.233
H -5.513 -3.238 0.157 0.243
H -0.172 2.562 -9.277 0.232
H -1.352 -0.412 2.927 0.450
H 4.081 0.292 3.116 0.510
H 0.036 -0.297 5.085 0.275
H -0.121 1.918 -2.115 0.246
H 0.281 -2.150 -6.804 0.420
H 0.211 -0.971 -11.694 0.226
H 0.332 -2.416 -9.696 0.226
```

Output
Total charge: +1
DFT total energy, eV: -61091.4501
Orbital gap, eV: 6.54
LUMO level, eV: -4.59
HOMO energy, eV: -11.13
Relative energy (zero: lowest compared OMol25 entry of this formula, charge and spin), kcal/mol: 0.0
Maximum force, eV/A: 1.1
2S+1: 1

5.
Density functional theory data (ωB97M-V/def2-TZVPD) for C2H5B in the gas phase.

The geometry in XYZ format:
```
8
Properties=species:S:1:pos:R:3:nbo_charge:R:1
C -0.284 -0.775 0.216 -0.739
C 0.707 0.298 -0.282 -0.782
B -0.777 0.634 -0.190 0.588
H 1.105 0.972 0.476 0.246
H -0.636 -1.640 -0.509 0.250
H -0.147 -1.039 1.283 0.228
H -1.421 1.645 -0.013 -0.050
H 1.454 -0.094 -0.981 0.260
```

Output
DFT total energy, eV: -2828.7865
Orbital gap, eV: 10.12
LUMO level, eV: 0.50
HOMO energy, eV: -9.63
Relative energy (zero: lowest compared OMol25 entry of this formula, charge and spin), kcal/mol: 22.8
Maximum force, eV/A: 2.7
2S+1: 1